1.
C4H6FHgO4 | the ωB97M-V functional and the def2-TZVPD basis

Properties
Kohn-Sham gap (spin up / spin down) ... 0.3491 / 0.2665 hartree
LUMO level (spin up / spin down) ... 0.2 / -2.8 eV
ΔE to the lowest compared entry with this formula, charge and spin ... 0.00 kcal/mol
Spin multiplicity ... 2

```
16
Properties=species:S:1:pos:R:3:forces:R:3:mulliken_spin:R:1
Hg 0.6170 -0.2752 4.6889 0.6 0.4 0.9 0.86
F 1.5421 -0.6226 -0.3555 -0.9 1.3 0.8 0.00
O 0.5848 1.1555 -1.5322 -0.1 -0.6 2.5 0.00
O -0.6623 -1.2340 1.0897 -0.8 -0.9 0.4 0.01
O -0.8591 -1.0820 3.2957 -0.8 -1.5 0.7 0.06
O 0.8493 -0.0940 2.2686 -0.5 -1.2 0.9 -0.01
C 0.0850 0.5442 -2.7002 -0.2 -0.7 0.2 0.00
C 0.6072 0.3962 -0.1498 0.3 1.1 -5.1 0.00
C -0.1680 -0.8560 2.2897 0.7 2.8 -2.3 0.08
C -0.7634 -0.2140 0.1031 0.9 0.1 0.3 0.00
H 0.6030 0.9816 -3.5676 -0.1 -0.1 0.4 0.00
H 0.8943 1.2781 0.4308 0.4 -1.0 0.2 0.00
H -1.0010 0.7065 -2.8158 0.3 0.0 0.0 0.00
H 0.2720 -0.5446 -2.6950 0.0 0.3 -0.1 0.00
H -1.4501 0.5700 0.4436 0.0 -0.1 -0.2 0.00
H -1.1507 -0.7096 -0.7940 0.2 0.2 0.3 0.00
```
Positions in Å, forces in eV/Å.

=====

2.
C22H28BrNPm | the ωB97M-V functional and the def2-TZVPD basis

Properties
Kohn-Sham gap (spin up / spin down) ... 0.2534 / 0.2570 hartree
LUMO level (spin up / spin down) ... 2.8 / 2.8 eV
Net charge ... -1
ΔE to the lowest compared entry with this formula, charge and spin ... 0.00 kcal/mol
Spin multiplicity ... 5

```
53
Properties=species:S:1:pos:R:3:forces:R:3:mulliken_spin:R:1
Pm 0.0732 -0.9868 -1.5020 0.0 1.6 -0.7 4.03
Br 1.1489 -3.2141 -0.4477 0.4 -0.9 0.4 -0.01
N -0.7855 -0.1655 0.5622 -0.2 -0.1 -0.7 -0.01
C 1.1512 0.4693 -3.9295 0.7 -0.1 0.7 0.00
C 2.1598 1.9845 2.5974 0.2 0.4 0.5 0.00
C 2.0315 3.8883 0.9662 0.1 0.2 0.0 0.00
C -1.8809 -0.4323 -3.6039 0.0 -0.9 0.0 0.00
C 1.8318 0.7102 3.0593 -0.1 -0.1 -0.5 0.00
C 2.3448 0.2317 4.3922 0.3 0.0 0.1 0.00
C 1.8683 -0.7533 -3.8211 0.1 0.6 0.4 0.00
C -2.0061 0.2573 2.6811 0.0 -0.1 0.2 0.00
C 1.6379 2.5041 1.4138 0.0 -0.5 -0.2 0.00
C -1.3187 -2.6102 -3.0832 -0.5 0.2 -0.4 0.01
C -3.2378 -0.4893 0.7172 -0.1 0.0 0.0 0.00
C -2.4724 -0.7478 -2.3568 -0.3 -0.5 -0.1 0.01
C -1.7288 -2.0907 1.8241 -0.2 -0.1 0.3 0.00
C -1.1862 -1.5854 -4.0640 -0.5 0.0 0.4 0.00
C 2.5730 -0.7429 -2.5783 -0.1 0.6 -0.2 0.00
C 2.2911 0.4938 -1.9222 0.2 -0.3 -0.5 -0.01
C -2.1582 -2.1156 -2.0452 -0.4 0.2 -0.4 -0.02
C 1.3720 1.2274 -2.7380 0.5 -0.6 -0.5 0.00
C 0.2999 0.4671 1.1647 0.0 0.0 0.3 -0.01
C -1.9061 -0.6238 1.4370 0.9 0.0 0.0 0.00
C 0.7199 1.7397 0.6882 0.0 -0.1 0.5 0.00
C 0.9930 -0.0907 2.2813 0.0 0.7 -0.2 0.00
H 3.1222 3.9862 0.8431 -0.3 -0.1 0.0 0.00
H 1.7288 4.6424 1.7108 0.0 -0.2 -0.2 0.00
H -3.3454 -1.2218 -0.0785 -0.1 0.1 0.1 0.00
H -2.0325 1.3032 2.3525 0.0 -0.1 0.2 0.00
H 2.0074 0.8938 5.2040 0.0 -0.2 -0.2 0.00
H -2.4309 -2.6951 -1.1602 0.1 0.3 -0.3 0.00
H -2.5849 -2.4014 2.4423 0.2 -0.1 -0.1 0.00
H 3.1950 -1.5461 -2.1891 -0.1 0.3 -0.1 0.00
H 2.8382 2.6088 3.2017 -0.3 -0.3 -0.3 0.00
H 1.9146 -1.5343 -4.5786 -0.1 0.2 0.3 0.00
H -3.3163 0.5156 0.3008 -0.2 0.0 0.0 0.00
H -2.0196 0.5021 -4.1479 0.2 -0.3 0.3 0.00
H -1.6819 -2.7193 0.9276 0.0 0.1 0.2 0.00
H -0.8672 -3.6033 -3.1182 -0.2 0.4 0.0 0.00
H 0.8269 -1.1337 2.5492 -0.1 0.4 0.0 0.00
H 0.6019 0.8093 -4.8026 -0.1 -0.2 0.3 0.00
H 1.5530 4.1403 0.0146 0.1 0.0 0.1 0.00
H -1.1434 0.0927 3.3323 -0.2 0.2 0.0 0.00
H -4.0438 -0.6565 1.4460 0.1 0.1 -0.2 0.00
H -3.0973 -0.0495 -1.7977 0.3 -0.5 -0.2 0.00
H 1.9864 -0.7780 4.6075 0.1 0.1 0.0 0.00
H -2.9257 0.0254 3.2381 0.2 0.1 -0.1 0.00
H 0.9957 2.2315 -2.5623 0.1 -0.2 0.1 0.00
H -0.8051 -2.2428 2.3881 -0.2 -0.1 -0.1 0.00
H 2.7211 0.8203 -0.9802 -0.2 -0.1 -0.1 0.00
H 0.2674 2.1527 -0.2205 0.0 -0.2 0.4 0.00
H 3.4443 0.2278 4.4294 -0.2 0.0 0.0 0.00
H -0.7247 -1.6954 -5.0453 0.2 0.1 0.5 0.00
```
Positions in Å, forces in eV/Å.

=====

3.
C9H9ClNO4 | the ωB97M-V functional and the def2-TZVPD basis

Properties
Kohn-Sham gap ... 0.3449 hartree
LUMO level ... -5.0 eV
SMILES ... O=C(O)CC[n+]1ccc(C(=O)O)c(Cl)c1
Net charge ... +1

```
24
Properties=species:S:1:pos:R:3:forces:R:3:mulliken_charge:R:1
Cl -1.4732 -2.0790 2.2776 -0.1 -0.1 0.0 -0.20
O 2.7375 -1.0430 0.3084 0.2 -0.4 0.2 -0.50
O -3.9935 -1.9644 0.4398 0.2 0.1 0.2 -0.42
O 1.9817 -0.3519 -1.6739 0.6 0.6 -0.4 -0.40
O -3.0376 -2.2464 -1.5568 0.0 -0.2 -0.9 -0.41
N 0.1596 0.9228 0.3760 -0.4 0.1 0.2 0.08
C -1.9085 -0.8215 -0.1209 -0.1 0.0 0.5 0.81
C 2.4807 -0.1451 -0.4374 0.1 -0.3 0.5 0.47
C 1.3051 1.8215 0.6342 0.7 -0.4 0.0 -0.93
C -1.5749 0.1592 -1.0422 0.4 0.2 0.3 -0.68
C -3.0204 -1.7742 -0.4746 -0.2 -0.1 0.2 -0.15
C -1.1897 -0.8985 1.0721 0.4 0.3 -0.1 0.37
C -0.5340 1.0206 -0.7693 -0.2 -0.2 -0.2 -0.13
C 2.6228 1.2884 -0.0096 -0.9 0.3 -0.4 -0.30
C -0.1555 -0.0062 1.2982 -0.2 -0.1 -0.4 -0.07
H -0.2336 1.7850 -1.4647 0.1 0.1 0.0 0.43
H 1.4426 1.8555 1.7054 -0.2 0.1 0.2 0.34
H 3.3917 1.3113 0.7481 0.3 0.1 0.0 0.33
H -3.7171 -2.6341 1.0805 -0.2 0.0 0.2 0.34
H -2.1208 0.2467 -1.9654 0.0 0.0 -0.2 0.48
H 2.8717 1.9019 -0.8681 0.2 0.1 0.0 0.31
H 1.0926 2.8208 0.2800 -0.3 0.1 -0.1 0.45
H 0.4366 -0.0400 2.1963 0.1 0.0 0.1 0.43
H 2.4360 -1.1292 -2.0339 -0.5 -0.3 0.0 0.35
```
Positions in Å, forces in eV/Å.

=====

4.
C36H54O27 | the ωB97M-V functional and the def2-TZVPD basis

Properties
Kohn-Sham gap ... 0.3819 hartree
LUMO level ... -0.2 eV
SMILES ... C[C@H]1COC(=O)O1.C[C@H]1COC(=O)O1.C[C@H]1COC(=O)O1.C[C@H]1COC(=O)O1.C[C@H]1COC(=O)O1.C[C@H]1COC(=O)O1.C[C@H]1COC(=O)O1.C[C@H]1COC(=O)O1.C[C@H]1COC(=O)O1
ΔE to the lowest compared entry with this formula, charge and spin ... 11.83 kcal/mol

```
117
Properties=species:S:1:pos:R:3:forces:R:3:mulliken_charge:R:1
O 3.6661 -3.3166 1.3225 0.1 -0.4 -0.1 -0.38
O 4.8309 2.4383 4.8173 0.2 0.1 0.3 -0.45
O 2.6238 0.7460 0.6102 0.4 -0.1 -0.2 -0.54
O 8.2756 -1.3468 0.4101 0.0 -0.2 0.1 -0.37
O -1.8573 -3.5486 -1.4282 -0.2 0.3 0.1 -0.34
O -0.8876 -0.7519 3.3677 -0.1 0.1 -0.4 -0.52
O -4.4445 3.4382 0.4563 -0.2 -0.4 -0.1 -0.57
O 1.7296 0.6485 -4.2043 0.0 0.5 -0.4 -0.44
O -7.4910 2.4258 -3.3803 0.1 -0.6 0.7 -0.42
O -9.6808 2.8589 -3.2652 -0.2 0.1 0.4 -0.56
O 7.4522 -0.5756 -1.5052 0.3 0.0 0.0 -0.38
O -6.6109 3.3875 1.1053 0.1 -0.1 -0.1 -0.37
O -0.2422 1.7363 -4.3041 0.0 0.0 -0.1 -0.56
O 0.4690 1.2430 0.2121 0.3 0.1 0.1 -0.51
O 5.7749 4.2728 4.0110 0.2 0.3 0.2 -0.40
O 1.2150 -0.7601 -0.2930 0.6 -0.8 0.1 -0.04
O 5.2273 -1.9614 2.2386 -0.1 -0.2 0.3 -0.58
O 8.0469 -2.7386 -1.3391 0.1 0.0 -0.1 -0.56
O 4.3600 4.4294 5.7546 0.0 0.2 0.2 -0.52
O -1.1917 -2.9816 3.0969 -0.7 0.2 -0.2 -0.14
O -1.9923 -1.9612 4.9045 0.3 -0.1 -0.2 -0.35
O -0.5068 -4.6560 -0.0297 0.1 0.1 0.2 -0.51
O -5.7782 5.2069 0.1515 0.0 0.0 0.2 -0.35
O -8.6173 1.9300 -1.5105 0.4 -0.3 0.0 -0.35
O 5.0432 -2.1660 0.0200 -0.3 0.1 0.1 -0.08
O -2.7390 -4.8843 0.1122 -0.2 0.0 0.1 -0.32
O 1.3168 2.2934 -2.7821 -0.2 0.3 0.1 -0.40
C 7.9562 -1.6559 -0.8602 -0.7 0.0 0.1 0.72
C -5.2359 1.6294 -2.8815 -0.9 0.2 0.2 -1.19
C 3.3209 -3.6901 -0.0241 -1.3 0.3 0.3 -0.27
C -3.2670 -3.4169 -1.6340 0.3 -0.4 0.1 -0.27
C 2.8735 0.6726 -3.3318 0.0 -1.4 0.3 1.36
C -6.7265 1.3565 -2.7612 0.5 -0.1 -0.9 0.55
C -1.3299 -1.7941 3.7256 0.4 0.0 0.7 0.51
C -4.8409 -3.6893 0.3638 -0.5 0.6 -0.9 -1.45
C 7.5741 0.5994 -0.6852 -0.3 0.1 0.1 0.49
C -7.1963 5.4550 0.2195 0.2 0.1 -0.6 0.40
C -1.6016 -4.3774 -0.3954 0.2 -0.3 -0.4 0.76
C -7.6699 4.3593 1.1662 -0.1 -0.5 -0.2 -0.39
C -7.3448 1.2572 -1.3795 -0.2 -0.3 0.2 -0.17
C -0.1798 -0.8665 -0.5145 -0.8 1.0 -0.2 -0.16
C -2.1250 -3.3685 5.1167 -1.3 0.1 -0.1 -0.57
C 4.6891 -2.4542 1.2977 0.3 0.6 -0.5 0.51
C -3.8846 -4.3720 -0.5831 0.1 0.4 -0.3 0.49
C 8.0894 0.0307 0.6434 0.9 1.2 0.2 -0.19
C -1.6659 -5.3310 3.5583 -1.0 -0.2 -0.2 -1.43
C 1.5388 0.4390 0.2281 -0.9 0.3 -0.1 0.46
C 4.6974 -3.1882 -2.1200 -1.0 -0.2 -0.5 -1.52
C 5.6190 1.9588 3.7106 0.1 0.3 0.1 0.38
C -2.1524 -3.9023 3.7042 1.7 -0.5 -0.2 0.61
C -5.5186 3.9451 0.5453 0.4 0.7 0.3 0.67
C 4.0193 -2.6529 -0.8805 1.0 -0.1 -0.1 2.10
C 4.9469 3.7761 4.9601 -0.2 -0.5 -0.6 0.57
C -8.6961 2.4297 -2.7558 -0.2 0.7 -0.9 0.59
C 4.7037 1.4624 2.6244 -0.4 -0.3 0.0 -0.63
C -0.7359 0.4525 0.0463 0.2 0.3 0.9 0.88
C -7.7609 5.3985 -1.1824 -2.2 -0.2 0.6 -1.14
C -1.7092 1.1874 -0.8301 0.1 0.4 -0.6 -1.40
C 6.2541 1.3247 -0.6653 -1.3 -0.1 -1.3 -1.01
C 2.6710 1.9481 -2.5156 0.6 0.0 -0.6 -0.08
C 4.1638 0.5145 -4.1059 0.5 0.1 0.7 -1.40
C 6.4263 3.2179 3.3185 -0.2 -0.4 0.0 -0.35
C 0.8371 1.5850 -3.8287 0.2 -0.2 0.3 0.57
H -8.5689 3.8527 0.8196 -0.1 0.2 0.0 0.29
H -3.5700 -2.3784 -1.5053 0.1 0.0 0.1 0.09
H -2.3195 1.9305 -0.3194 -0.1 -0.3 0.3 0.44
H 6.2751 1.1836 4.1030 -0.1 -0.1 0.0 0.45
H 4.9082 -2.3946 -2.8364 0.6 0.1 0.3 0.21
H 4.2765 2.3045 2.0795 0.1 -0.1 -0.2 0.35
H -1.2984 -3.7779 5.6941 0.1 0.1 0.0 0.33
H 4.5886 1.4702 -4.4182 -0.3 -0.1 -0.6 0.40
H 6.2135 2.3050 -0.1949 0.4 -0.1 0.4 0.36
H 2.2330 -3.6133 -0.0767 0.0 0.1 -0.1 0.09
H -4.6559 0.7399 -2.6427 0.0 0.0 0.0 0.18
H 5.9698 1.5173 -1.7117 0.4 0.2 0.0 0.33
H 3.9796 -3.8103 -2.6710 0.1 -0.2 0.2 0.46
H 3.3887 -1.8041 -1.1189 -0.3 0.0 0.1 -1.15
H -8.8604 5.3414 -1.0820 0.1 0.3 0.2 0.37
H 7.4823 0.2656 1.5178 -0.5 -0.6 -0.2 -0.01
H -3.4665 -3.7471 -2.6506 -0.2 0.1 0.0 0.28
H -2.5846 -5.9250 3.6276 0.3 -0.3 0.2 0.39
H 5.3859 0.7294 -0.3669 0.4 -0.2 0.7 0.03
H 8.3126 1.2499 -1.1580 0.1 -0.1 0.1 0.35
H 4.0443 -0.2276 -4.8913 -0.1 0.3 -0.3 0.37
H 9.0620 0.4784 0.8770 0.0 -0.2 -0.1 0.31
H 3.5446 -4.7327 -0.2541 0.6 0.1 0.2 0.24
H 2.8448 1.8781 -1.4474 -0.1 -0.2 0.0 -0.08
H 5.5620 -3.7885 -1.8529 0.2 0.1 -0.1 0.40
H 6.3569 3.4236 2.2514 0.1 0.0 0.0 0.21
H -0.9747 -5.6592 4.3294 0.1 0.2 0.0 0.41
H 2.7594 -0.2516 -2.7480 0.0 0.3 0.3 -0.35
H -5.5615 -3.1711 -0.2851 -0.2 -0.3 0.1 0.41
H -4.3653 -5.1829 -1.1303 0.0 -0.2 0.4 0.27
H -1.0977 0.3617 1.0729 -0.2 -0.4 -0.1 0.19
H -7.6136 4.4548 -1.7039 0.9 0.3 -0.2 0.05
H -7.6261 6.3260 -1.7276 0.7 -0.3 -0.4 0.42
H 7.4706 3.1621 3.6278 0.0 0.1 0.0 0.30
H 3.8602 0.8941 3.0178 0.1 0.1 0.3 0.37
H 5.1864 0.7463 1.9613 0.2 0.3 -0.2 -0.30
H 4.9328 0.0901 -3.4494 -0.2 0.0 0.1 0.16
H -6.7431 1.7244 -0.6030 -0.1 0.1 0.0 0.11
H -0.5953 -1.7342 -0.0134 0.2 -0.1 0.0 -0.28
H -5.3959 -4.3783 0.9924 0.2 0.0 0.2 0.36
H -0.4150 -0.8805 -1.5817 0.4 -0.4 -0.1 0.36
H -4.3852 -2.8601 0.9073 0.3 -0.3 0.3 0.30
H -1.2633 -5.5457 2.5702 0.1 0.3 0.0 0.27
H -7.7892 4.6678 2.2026 0.0 0.1 0.0 0.27
H -6.9216 0.4805 -3.3881 -0.3 -0.2 0.3 0.36
H -7.5607 0.2266 -1.1020 0.1 0.0 0.1 0.27
H 3.3490 2.7123 -2.9121 -0.3 0.2 0.0 0.54
H -5.0936 1.8762 -3.9318 0.4 0.2 0.1 0.35
H -2.3471 0.4868 -1.3736 -0.1 0.0 0.1 0.16
H -4.9580 2.4365 -2.2041 0.3 0.1 -0.2 0.27
H -3.1072 -3.7891 3.1905 -0.1 0.3 0.1 0.16
H -7.3529 6.4555 0.6177 0.1 -0.1 0.2 0.32
H -3.0756 -3.5280 5.6244 0.1 -0.1 0.2 0.31
H -1.1509 1.7618 -1.5757 0.0 -0.2 -0.1 0.24
```
Positions in Å, forces in eV/Å.